[1]
Entry from OMol25: a molecular structure, C23H54N2O7PS2SiTi (ωB97M-V/def2-TZVPD).

```
91
Properties=species:S:1:pos:R:3
Ti -0.146 -0.082 -2.552
C 1.310 -1.920 5.112
C 0.906 -2.378 3.727
C 0.258 -3.743 3.740
C 2.033 -2.275 2.722
O -0.194 -1.452 3.249
Si -0.265 0.116 3.233
S -0.169 0.200 -0.516
O -1.658 0.837 3.131
C -3.045 0.327 3.450
C -3.401 -0.677 2.374
C -3.001 -0.288 4.834
C -3.910 1.565 3.402
O 1.055 0.966 3.252
C 1.283 2.432 3.547
C 2.787 2.571 3.573
C 0.647 3.215 2.418
C 0.653 2.724 4.892
H 2.058 -2.602 5.518
H 0.456 -1.930 5.791
H 1.759 -0.925 5.093
H 0.988 -4.486 4.060
H -0.095 -4.018 2.746
H -0.582 -3.773 4.433
H 2.837 -2.955 3.007
H 2.446 -1.266 2.690
H 1.688 -2.561 1.727
H -2.719 -1.529 2.385
H -3.377 -0.206 1.389
H -4.409 -1.054 2.545
H -2.369 -1.177 4.859
H -4.005 -0.597 5.125
H -2.654 0.437 5.571
H -3.868 2.031 2.418
H -3.598 2.292 4.151
H -4.945 1.291 3.607
H 3.221 2.299 2.610
H 3.225 1.944 4.348
H 3.051 3.607 3.786
H 1.075 2.917 1.459
H 0.844 4.278 2.562
H -0.435 3.074 2.397
H 1.084 2.093 5.670
H -0.430 2.594 4.866
H 0.847 3.762 5.167
C -2.400 -3.875 -4.570
O -3.025 -3.088 -3.501
P -2.536 -1.721 -2.927
O -0.853 -2.041 -2.524
C -0.637 -3.059 -1.482
O -1.843 -0.840 -4.136
C -2.611 -0.265 -5.236
H -2.426 -4.908 -4.243
H -1.378 -3.538 -4.729
H -3.004 -3.746 -5.462
H -1.576 -3.579 -1.304
H -0.291 -2.560 -0.582
H 0.102 -3.748 -1.879
H -2.568 -0.962 -6.068
H -2.135 0.674 -5.501
H -3.642 -0.093 -4.928
C -1.118 4.198 -3.314
S -1.974 2.645 -3.309
C -2.749 2.676 -1.703
O -0.815 1.605 -3.210
H -0.424 4.225 -2.476
H -1.877 4.977 -3.221
H -0.616 4.293 -4.275
H -3.771 3.018 -1.868
H -2.210 3.324 -1.016
H -2.760 1.650 -1.334
C 2.415 1.392 -3.173
C 3.839 1.305 -3.786
N 4.257 -0.081 -3.905
C 3.377 -0.792 -4.807
C 1.912 -0.739 -4.269
N 1.902 -0.007 -2.953
C 2.823 -0.725 -2.005
C 4.255 -0.715 -2.596
H 1.713 1.894 -3.840
H 2.387 1.885 -2.202
H 4.552 1.844 -3.163
H 3.852 1.762 -4.775
H 3.704 -1.827 -4.887
H 3.425 -0.346 -5.799
H 1.506 -1.740 -4.096
H 1.248 -0.205 -4.958
H 2.426 -1.736 -1.886
H 2.740 -0.218 -1.046
H 4.642 -1.729 -2.688
H 4.927 -0.163 -1.939
```

Calculated values
E_LUMO ... -0.3172 Ha
E_HOMO ... -16.1 eV
Frontier orbital gap ... 7.486 eV
Total charge ... +3
Relative energy (zero: lowest compared OMol25 entry of this formula, charge and spin) ... 0.00 kJ/mol

[2]
Entry from OMol25: a molecular structure, C23H55EuN3O2P4 at a distorted geometry (ωB97M-V/def2-TZVPD).

```
88
Properties=species:S:1:pos:R:3
Eu 0.140 0.355 -0.425
P 2.339 1.878 0.802
P -0.286 2.775 -1.839
P 2.408 -0.093 -2.133
H -0.359 -5.098 0.774
C 0.555 -4.522 0.609
C 1.332 -4.053 1.621
H 1.163 -4.409 2.663
C 1.375 2.436 2.265
C 3.405 3.331 0.449
C 3.601 0.735 1.493
C -1.784 2.852 -2.918
C -0.555 4.183 -0.653
C 1.028 3.560 -2.874
C 3.038 -1.725 -1.575
C 3.961 0.867 -2.251
C 2.013 -0.394 -3.893
H 0.800 -4.257 -0.448
H 2.237 -3.461 1.435
H 0.831 1.592 2.722
H 0.615 3.180 1.952
H 2.049 2.899 3.011
H 2.796 4.164 0.069
H 4.143 3.066 -0.324
H 3.926 3.637 1.373
H 3.116 -0.136 1.954
H 4.213 1.262 2.248
H 4.255 0.359 0.683
H -2.085 3.947 -3.040
H -2.629 2.272 -2.424
H -1.568 2.398 -3.934
H -0.884 5.078 -1.208
H 0.391 4.400 -0.121
H -1.325 3.918 0.095
H 0.618 4.441 -3.405
H 1.420 2.835 -3.601
H 1.854 3.886 -2.214
H 3.444 -2.280 -2.431
H 2.227 -2.314 -1.117
H 3.825 -1.585 -0.819
H 4.560 0.469 -3.085
H 4.541 0.802 -1.315
H 3.719 1.926 -2.443
H 2.745 -1.115 -4.320
H 2.058 0.567 -4.443
H 0.988 -0.812 -4.001
C -1.490 -1.002 -3.087
C -2.261 -0.303 -4.048
C -2.418 -0.915 -5.296
C -1.869 -2.148 -5.586
C -1.239 -2.895 -4.564
C -1.159 -2.384 -3.250
O -0.827 -0.415 -2.029
H -0.260 1.124 -2.100
H -2.676 0.683 -3.830
H -2.901 -0.402 -6.131
H -1.841 -2.598 -6.564
H -0.742 -3.881 -4.726
H -0.742 -2.913 -2.355
C -2.386 1.821 3.488
N -2.772 0.435 3.153
C -4.122 0.312 2.570
P -1.588 -0.633 2.676
O -0.783 -0.171 1.494
N -0.587 -0.697 3.983
C 0.733 -1.350 3.894
C -1.181 -0.722 5.324
N -2.357 -2.048 2.304
C -2.912 -2.230 0.947
C -1.962 -3.315 2.951
H -3.247 2.309 3.977
H -2.117 2.404 2.590
H -1.530 1.830 4.180
H -4.109 0.298 1.395
H -4.587 -0.672 2.959
H -4.720 1.221 2.936
H 1.101 -1.342 2.861
H 1.465 -0.811 4.528
H 0.687 -2.404 4.234
H -0.551 -0.166 6.034
H -2.163 -0.243 5.286
H -1.306 -1.755 5.687
H -2.132 -2.193 0.159
H -3.393 -3.225 0.918
H -3.674 -1.460 0.725
H -0.998 -3.716 2.554
H -1.879 -3.191 4.045
H -2.757 -4.050 2.749
```

Calculated values
2S+1 ... 7
E_LUMO (spin up / spin down) ... -0.3925 / -0.3859 Ha
Expectation value of S² ... 12.05
E_HOMO (spin up / spin down) ... -16.2 / -16.2 eV
Frontier orbital gap (spin up / spin down) ... 5.491 / 5.729 eV
Total charge ... +3

[3]
Entry from OMol25: 4 unconnected molecules or ions with the total composition C23H55N3O6 at a distorted geometry (ωB97M-V/def2-TZVPD).

```
87
Properties=species:S:1:pos:R:3
C -0.133 -2.470 0.610
C 0.706 -1.219 0.810
O 0.165 -0.216 -0.047
H -0.125 -2.738 -0.448
H -1.198 -2.362 0.841
H 0.233 -3.309 1.206
H 1.673 -1.547 0.394
H 0.764 -0.850 1.838
H 0.757 0.549 -0.039
C 1.385 5.048 0.180
C -0.124 4.820 -0.158
C -0.752 6.200 -0.469
C -0.334 6.791 -1.811
C -0.672 5.805 -2.922
C 0.032 4.440 -2.697
N -0.259 3.977 -1.343
O 0.161 2.636 -1.130
C -0.625 3.447 -3.688
C 1.513 4.544 -3.046
C -0.831 4.187 1.035
H 1.893 4.159 -0.191
H 1.658 5.204 1.226
H 1.717 5.966 -0.307
H -1.839 6.079 -0.516
H -0.568 6.856 0.384
H 0.695 7.148 -1.883
H -0.898 7.718 -1.961
H -0.213 6.200 -3.834
H -1.714 5.629 -3.183
H -0.019 2.554 -3.827
H -1.573 3.089 -3.278
H -0.868 3.987 -4.602
H 1.971 3.551 -3.094
H 1.622 4.982 -4.039
H 2.103 5.092 -2.314
H -0.693 4.854 1.887
H -0.281 3.296 1.346
H -1.864 3.976 0.764
H -0.704 2.225 -1.011
C -7.202 -5.661 4.143
O -5.896 -5.329 4.492
C -5.202 -4.513 3.568
C -4.092 -3.769 4.306
N -3.093 -3.382 3.334
C -1.851 -2.829 3.884
C -0.932 -3.887 4.463
O -0.468 -4.710 3.416
C 0.404 -5.719 3.866
H -7.285 -6.373 3.308
H -7.801 -4.802 3.807
H -7.682 -6.104 5.013
H -5.871 -3.760 3.138
H -4.800 -5.160 2.781
H -3.680 -4.431 5.082
H -4.499 -2.893 4.811
H -2.786 -4.137 2.732
H -2.101 -2.147 4.702
H -1.312 -2.271 3.121
H -1.450 -4.434 5.261
H -0.078 -3.400 4.956
H 0.422 -6.532 3.142
H 0.058 -6.217 4.785
H 1.379 -5.280 4.102
C 2.600 -4.707 -4.484
O 2.793 -3.350 -4.116
C 1.761 -2.865 -3.253
C 2.075 -1.404 -2.962
N 3.421 -1.278 -2.448
C 3.911 0.084 -2.418
C 3.373 0.907 -1.251
O 4.292 1.984 -1.115
C 4.242 2.666 0.116
H 1.787 -4.703 -5.221
H 2.275 -5.329 -3.643
H 3.533 -5.110 -4.864
H 1.653 -3.462 -2.341
H 0.838 -3.021 -3.830
H 1.304 -1.123 -2.236
H 1.955 -0.834 -3.893
H 4.034 -1.892 -2.965
H 3.860 0.659 -3.354
H 4.988 0.021 -2.239
H 3.413 0.343 -0.311
H 2.351 1.268 -1.422
H 3.296 2.443 0.625
H 4.244 3.742 -0.064
H 5.059 2.407 0.795
```

Calculated values
E_LUMO ... 0.0286 Ha
E_HOMO ... -8.3 eV
Frontier orbital gap ... 9.029 eV
Relative energy (zero: lowest compared OMol25 entry of this formula, charge and spin) ... 52.55 kJ/mol
Structure (SMILES) ... CC1(C)CCCC(C)(C)N1O.COCCNCCOC.COCCNCCOC.CCO

[4]
Entry from OMol25: a molecular structure, C23H55N3OP4SeYb at a distorted geometry (ωB97M-V/def2-TZVPD).

```
88
Properties=species:S:1:pos:R:3
Yb -0.142 -1.205 -0.697
P 0.255 2.240 0.900
P -2.385 0.986 -0.564
P 2.314 0.218 -0.779
H -1.527 -3.702 -5.710
C -0.596 -3.545 -5.087
C -0.576 -3.242 -3.754
H -1.354 -2.657 -3.189
C 0.291 3.945 0.236
C -0.907 2.540 2.306
C 1.754 2.329 1.957
C -2.944 -0.036 -1.986
C -3.930 0.899 0.442
C -2.854 2.680 -1.159
C 2.733 -0.912 -2.163
C 3.643 -0.333 0.374
C 3.272 1.674 -1.386
H 0.361 -3.807 -5.597
H 0.225 -3.735 -3.162
H 0.415 4.608 1.098
H -0.637 4.193 -0.292
H 1.130 4.068 -0.456
H -0.573 3.425 2.870
H -0.912 1.671 2.981
H -1.928 2.728 1.953
H 1.552 3.081 2.731
H 2.667 2.625 1.430
H 1.926 1.364 2.447
H -3.937 0.355 -2.256
H -3.049 -1.095 -1.688
H -2.248 0.077 -2.835
H -4.784 1.178 -0.191
H -3.862 1.619 1.266
H -4.100 -0.099 0.847
H -3.928 2.732 -1.414
H -2.249 2.981 -2.022
H -2.684 3.380 -0.327
H 3.831 -0.839 -2.253
H 2.267 -0.579 -3.102
H 2.467 -1.966 -1.977
H 4.612 -0.277 -0.140
H 3.503 -1.359 0.726
H 3.687 0.317 1.253
H 4.307 1.341 -1.572
H 3.301 2.459 -0.622
H 2.860 2.104 -2.309
C 0.551 1.562 -5.210
C 0.506 0.070 -5.438
C -0.248 -0.252 -6.690
C -0.262 0.606 -7.743
C 0.604 1.740 -7.660
C 0.823 2.331 -6.373
Se 0.391 2.085 -3.510
H 1.555 -0.183 -5.351
H 0.232 -0.568 -4.594
H -0.818 -1.172 -6.705
H -0.977 0.449 -8.557
H 0.948 2.176 -8.606
H 1.146 3.382 -6.248
C 1.904 -0.019 4.581
N 1.366 -1.140 3.785
C 2.361 -2.178 3.445
P -0.147 -1.310 3.160
O -0.302 -1.056 1.658
N -0.506 -2.918 3.401
C -1.535 -3.532 2.554
C -0.346 -3.555 4.712
N -1.123 -0.263 4.054
C -2.549 -0.286 3.653
C -0.974 -0.176 5.529
H 2.947 0.186 4.291
H 1.906 -0.300 5.646
H 1.331 0.912 4.481
H 2.646 -2.700 4.369
H 1.930 -2.921 2.764
H 3.267 -1.757 2.980
H -1.411 -3.230 1.506
H -1.405 -4.616 2.594
H -2.564 -3.299 2.863
H 0.583 -3.240 5.195
H -1.190 -3.346 5.388
H -0.290 -4.633 4.541
H -3.063 -1.185 4.024
H -3.049 0.598 4.069
H -2.653 -0.248 2.565
H -0.579 -1.108 5.965
H -0.312 0.651 5.819
H -1.965 0.010 5.965
```

Calculated values
2S+1 ... 2
E_LUMO (spin up / spin down) ... -0.3681 / -0.4233 Ha
Expectation value of S² ... 0.76
E_HOMO (spin up / spin down) ... -15.1 / -15.0 eV
Frontier orbital gap (spin up / spin down) ... 5.117 / 3.530 eV
Total charge ... +3
Relative energy (zero: lowest compared OMol25 entry of this formula, charge and spin) ... 20.77 kJ/mol

[5]
Entry from OMol25: a molecular structure, C23H57Be2F6O19 at a distorted geometry (ωB97M-V/def2-TZVPD).

```
107
Properties=species:S:1:pos:R:3
Be 4.546 -21.523 22.494
Be 2.310 -20.752 19.524
C 0.502 -22.596 16.661
O 1.891 -22.929 16.337
O 0.757 -21.343 17.399
C -0.493 -22.605 15.468
F -1.702 -22.970 15.866
F -0.809 -21.424 14.917
F -0.069 -23.515 14.622
C 2.418 -24.240 16.593
C 3.670 -24.355 15.708
H 4.532 -23.707 15.867
H 4.104 -25.353 15.642
H 3.330 -24.079 14.710
H 1.777 -25.032 16.207
H 2.609 -24.503 17.633
H 0.177 -23.306 17.421
C 1.085 -19.709 22.426
O 0.412 -20.139 21.267
O 2.436 -19.971 22.113
C 0.626 -18.335 22.897
F -0.522 -18.317 23.689
F 1.515 -17.598 23.622
F 0.286 -17.489 21.874
C -0.883 -20.704 21.529
C -1.280 -21.603 20.397
H -1.250 -21.064 19.450
H -0.675 -22.503 20.291
H -2.336 -21.833 20.537
H -1.585 -19.930 21.837
H -0.885 -21.450 22.324
H 0.823 -20.291 23.309
C 1.998 -24.181 21.167
O 2.554 -22.893 21.015
H 1.359 -24.480 20.336
H 2.638 -25.057 21.265
H 1.287 -24.246 21.991
C -6.204 -21.589 19.267
C -7.475 -21.222 20.051
O -8.491 -22.203 20.044
O -5.185 -22.093 20.009
H -5.743 -20.673 18.898
H -6.492 -22.186 18.402
H -7.860 -20.278 19.666
H -7.054 -21.033 21.039
H -8.771 -22.270 19.128
H -4.942 -22.912 19.573
C -1.300 -20.350 28.137
C -0.813 -20.131 26.700
O -1.174 -21.182 25.824
O -2.569 -19.829 28.339
H -0.753 -19.715 28.835
H -1.314 -21.404 28.415
H 0.257 -20.244 26.878
H -0.912 -19.095 26.378
H -0.380 -21.390 25.327
H -2.443 -18.879 28.393
C 4.580 -16.074 22.593
C 4.998 -17.330 23.328
O 5.196 -18.507 22.546
O 3.343 -16.083 21.996
H 5.410 -15.876 21.914
H 4.538 -15.331 23.389
H 4.100 -17.577 23.894
H 5.807 -17.039 23.998
H 4.404 -18.738 22.056
H 2.696 -16.081 22.705
C 2.545 -18.099 17.268
C 2.408 -17.396 18.649
O 1.328 -17.976 19.370
O 3.291 -19.282 17.356
H 3.131 -17.480 16.590
H 1.648 -18.475 16.774
H 2.115 -16.354 18.527
H 3.359 -17.423 19.182
H 0.809 -17.244 19.711
H 3.480 -19.587 16.466
C -4.533 -22.087 23.358
C -4.670 -22.298 24.920
O -4.653 -23.651 25.320
O -5.733 -22.594 22.768
H -3.654 -22.532 22.892
H -4.464 -21.009 23.215
H -5.596 -21.835 25.260
H -3.800 -21.730 25.251
H -5.554 -23.853 25.583
H -5.637 -22.644 21.814
C -4.177 -18.326 24.475
C -5.634 -17.747 24.480
O -5.836 -16.421 24.076
O -3.690 -18.511 23.213
H -4.114 -19.308 24.945
H -3.555 -17.530 24.883
H -6.185 -17.703 25.419
H -6.282 -18.375 23.868
H -6.685 -16.036 24.305
H -4.155 -17.916 22.621
C -3.603 -18.714 16.911
C -2.461 -19.751 16.684
O -1.516 -19.375 17.585
O -4.644 -18.692 15.865
H -3.258 -17.682 16.976
H -4.220 -18.923 17.784
H -2.169 -19.658 15.638
H -2.826 -20.729 16.995
H -0.760 -19.960 17.667
H -5.003 -17.831 15.639
```

Calculated values
2S+1 ... 2
E_LUMO (spin up / spin down) ... -0.0982 / -0.1254 Ha
Expectation value of S² ... 0.76
E_HOMO (spin up / spin down) ... -8.7 / -8.7 eV
Frontier orbital gap (spin up / spin down) ... 6.072 / 5.298 eV

Molecular weight, respectively: 641.75, 681.57, 469.71, 765.61, 769.70 Da.